# C27H43NO14P

A cluster of 5 separate species, C27H43NO14P in total (ωB97M-V with the def2-TZVPD basis set, the OMol25 dataset).

Last column: Mulliken charge in e.
Positions of all 86 atoms, in Å:
P  2.75488  -0.80811  -4.07503  0.360
O  3.43832  -7.73847  -3.41527  -0.328
O  2.83836  -0.11462  -2.48566  -0.516
O  5.65523  -7.57939  -3.10248  -0.372
O  1.48550  2.36677  1.15443  -0.350
O  -0.66244  3.02514  1.10804  -0.354
O  4.76474  -9.51614  -3.85859  -0.554
O  -2.01077  3.34404  6.23605  -0.242
O  -5.19748  -0.54666  3.90092  -0.412
O  0.29280  2.15607  -0.75116  -0.417
O  -6.48832  -2.02847  2.78399  -0.549
O  -0.73025  1.52457  5.80332  -0.533
O  0.21149  3.44398  6.53523  -0.368
O  -4.70950  -1.06809  1.77350  -0.334
O  2.32120  0.71275  -4.83005  -0.509
N  3.00020  -2.40410  -3.23120  -0.552
C  -1.73351  4.53907  6.96677  -0.728
C  -2.51458  1.37241  -3.72861  -1.073
C  -0.83245  2.66006  6.15677  0.593
C  0.00980  1.26794  -4.57310  -0.539
C  -3.93206  0.07922  2.11728  -0.635
C  1.46592  1.49852  -3.96409  0.151
C  -5.55656  -1.28767  2.81615  0.557
C  5.11555  -6.25267  -2.98658  0.628
C  -3.61862  -2.22016  -4.97685  -0.485
C  0.47309  5.57257  7.69534  -1.360
C  -2.11844  -1.07891  -2.71180  0.166
C  -3.71525  1.34408  4.31542  -0.946
C  -0.25574  2.99486  2.47401  -0.345
C  0.36636  2.48290  0.38867  0.375
C  -2.35252  -2.52717  -2.83108  -0.742
C  1.24113  3.08984  2.36462  0.623
C  -1.03839  1.91766  -3.58858  0.573
C  -3.38090  -0.79316  -4.84739  -0.425
C  4.63295  -8.38749  -3.49478  0.615
C  1.76728  0.84164  -2.50244  0.088
C  5.83993  -5.45123  -1.91848  -1.267
C  -3.90510  0.00573  3.61913  0.659
C  1.99912  2.47857  3.53336  -1.162
C  -2.63849  -0.17737  -3.73098  0.664
C  3.68005  -6.54081  -2.67180  -0.543
C  -0.28694  4.78339  6.64085  0.735
C  -3.10944  -3.11617  -3.94291  -0.392
H  -3.00961  1.77329  -4.65140  0.310
H  -2.93841  0.02383  1.67255  0.289
H  5.22598  -5.76848  -3.96124  0.253
H  -0.17376  0.19066  -4.79572  0.190
H  6.09555  -4.46133  -2.29897  0.309
H  -0.69265  3.82752  3.02787  0.097
H  1.37992  5.05389  8.00717  0.340
H  2.67097  -1.41054  -5.39177  -0.078
H  -0.01684  1.88682  -5.51851  0.231
H  -4.49087  1.52330  5.06091  0.422
H  1.56850  4.12223  2.20137  0.260
H  -4.44629  0.96554  1.73437  0.365
H  2.74433  1.75887  3.19358  0.374
H  5.21859  -5.29339  -1.03482  0.315
H  -3.80311  -0.12668  -5.64368  0.181
H  -0.16903  5.25485  5.65972  0.163
H  -3.30446  -4.21373  -4.00624  0.318
H  -0.13464  5.75773  8.58355  0.343
H  3.01093  -5.74239  -2.99160  0.192
H  0.82767  0.30984  -2.15164  -0.260
H  1.84825  1.66773  -1.71908  0.212
H  -1.98679  -3.23925  -2.05314  0.343
H  3.49995  -6.75661  -1.61455  0.361
H  1.76671  2.58289  -3.86895  0.316
H  -0.75883  1.87798  -2.51424  -0.519
H  1.33811  -1.15437  -3.98024  -0.296
H  4.14477  -0.56292  -4.34890  -0.148
H  -0.60212  2.05342  2.91152  0.233
H  1.33158  1.97148  4.23336  0.208
H  -2.38258  5.35228  6.64267  0.321
H  -2.74867  1.37627  4.81902  -0.140
H  2.51248  3.25750  4.10102  0.267
H  2.30637  -2.49203  -2.48388  0.174
H  -1.55888  -0.67222  -1.83916  0.192
H  -1.08618  3.01848  -3.85427  0.418
H  -3.11104  1.76338  -2.85064  0.319
H  6.76110  -5.94195  -1.60052  0.365
H  0.75851  6.55038  7.30374  0.348
H  -3.15815  -0.71183  3.97340  0.368
H  2.84864  -3.16107  -3.90341  0.222
H  -3.72556  2.17791  3.60842  0.377
H  -4.21311  -2.59284  -5.84935  0.308
H  -1.91349  4.33859  8.02675  0.379

The HOMO energy comes out at -0.13572 hartree. The LUMO energy is 0.0451 Ha. Its net charge is -1.

---

# C27H44BrCuNOP2S

A structure of composition C27H44BrCuNOP2S (ωB97M-V with the def2-TZVPD basis set, the OMol25 dataset).

Last column: Mulliken charge in e.
Positions of all 78 atoms, in Å:
Br  -6.48966  0.29844  0.29497  -0.216
Cu  -4.44032  0.12894  -0.09880  -0.274
S  -0.45848  -0.87976  3.98292  0.455
P  -1.46685  -1.69496  -1.78489  0.820
P  1.46726  -0.49928  -0.52357  0.742
O  -0.77299  -1.44000  2.62826  -0.523
N  3.50539  4.81845  -3.17314  -0.547
C  -3.14631  -1.11310  -4.08569  -1.462
C  0.49879  2.86646  -0.98876  -0.418
C  -4.04264  2.85141  0.29651  -0.633
C  3.29437  0.31286  -2.67417  -1.615
C  -1.61565  2.70882  0.52210  -0.291
C  -2.66027  -2.84616  -0.88673  -0.849
C  -0.54428  -2.70241  -3.03798  -0.424
C  4.07603  0.19737  0.56850  -1.509
C  3.44205  4.93417  -1.83081  -0.506
C  1.53320  3.50306  -1.71581  0.676
C  3.29704  -2.74351  -0.89531  -1.358
C  1.53477  3.43648  -3.10032  -0.467
C  1.90657  -0.19847  -2.31396  -0.150
C  -1.75163  1.49932  1.25728  0.806
C  -2.65966  -0.60712  -2.73708  0.452
C  0.78708  -1.89831  4.81364  -0.975
C  -2.77960  3.44180  0.13121  -0.542
C  0.46623  0.64877  3.75785  -0.537
C  2.53612  4.12859  -3.79006  -0.424
C  -0.36733  3.02883  -0.10786  0.672
C  2.08225  -2.21940  -0.15164  -0.725
C  -3.01628  1.00537  1.55954  -0.941
C  -1.17993  -3.97749  -3.56576  -1.388
C  2.48492  4.28873  -1.06264  -0.090
C  -4.04556  -3.18438  -1.44271  -1.251
C  -3.97504  1.55538  0.75704  0.494
C  2.62358  0.61720  0.40923  0.792
H  3.43181  -3.78760  -0.58874  0.450
H  -4.01507  -3.76074  -2.37852  0.274
H  -1.46728  -4.67457  -2.76894  0.264
H  -0.43686  -4.49375  -4.18601  0.437
H  2.54965  1.59824  -0.08395  -0.248
H  -2.66917  4.41516  -0.39167  0.520
H  4.55018  0.94015  1.21945  0.479
H  4.18633  -0.78303  1.04265  0.330
H  0.72036  2.92575  -3.60357  0.424
H  4.21768  -2.20917  -0.63382  0.293
H  -0.83298  0.91463  1.45156  0.082
H  -3.78483  -2.00077  -4.00388  0.248
H  1.74417  -1.62142  4.38844  0.275
H  -3.52136  -0.36411  -2.07168  -0.443
H  1.69112  -1.14102  -2.84204  0.458
H  -3.06742  0.33376  2.44743  0.478
H  3.16941  -2.73497  -1.98461  0.256
H  0.39908  -2.92625  -2.51802  0.250
H  -0.30332  -2.01318  -3.85226  0.476
H  -2.11016  0.33643  -2.85287  0.410
H  4.10428  -0.36764  -2.37586  0.301
H  -2.80743  -2.33845  0.06931  0.478
H  1.14918  0.53426  -2.64087  0.297
H  -2.04616  -3.78496  -4.21148  0.276
H  2.40962  4.44239  0.01246  0.460
H  3.48904  1.31878  -2.27734  0.251
H  0.52924  -2.93975  4.62200  0.367
H  0.31437  1.27013  4.64967  0.432
H  -3.76160  -0.33730  -4.55535  0.441
H  2.24912  -2.23206  0.93495  0.582
H  3.32967  0.39066  -3.76942  0.441
H  1.51480  0.35946  3.69355  0.280
H  4.21295  5.54803  -1.34991  0.385
H  0.73992  -1.63608  5.87654  0.400
H  0.14500  1.19636  2.87188  0.082
H  1.20701  -2.86248  -0.33872  0.427
H  -4.94719  3.35858  0.00533  0.544
H  2.54934  4.08472  -4.88439  0.376
H  4.62996  0.20712  -0.37848  0.260
H  -2.09850  -3.76332  -0.67388  0.570
H  -4.70829  -2.31145  -1.57988  0.196
H  -4.56518  -3.82286  -0.71065  0.405
H  -2.32438  -1.32564  -4.77672  0.348
H  2.15423  0.74189  1.39986  -0.106

The HOMO energy (alpha / beta) comes out at -0.50833 / -0.50789 hartree. The expectation value of S² is 0.75. The LUMO energy (alpha / beta) is -0.2941 / -0.3030 Ha. Its net charge is +2. The spin multiplicity is 2.

---

Listing E for the structures above in their given order: -2504.06209 -6479.76431 Ha.
Listing largest force on an atom for the structures above in their given order: 0.056 0.082 Eh/bohr.
Listing molecular weight for the structures above in their given order: 636.61 636.12 g mol⁻¹.